Model P:
ORCA calculation (ωB97M-V with the def2-TZVPD basis set) on a 2-piece molecular cluster, C11H15N overall.

## Properties
HOMO-LUMO gap (spin up / spin down)	3.04 / 6.70	eV
spin multiplicity	2
M	161.25	g/mol
total charge	-1
HOMO (spin up / spin down)	0.0292 / -0.1090	hartree

```
27
C11H15N, DFT ωB97M-V with the def2-TZVPD basis set
C 2.438 1.009 -0.433
C 2.907 -0.151 -1.280
H 2.960 1.163 0.530
H 2.379 1.943 -0.970
H 1.421 0.678 -0.123
H 2.182 -0.834 -1.742
H 3.644 -0.785 -0.740
H 3.511 0.292 -2.068
C -2.373 -0.326 -2.103
C -1.118 -0.433 0.240
C -1.687 0.218 -0.896
C -0.980 0.574 1.215
C -1.686 1.592 -0.657
C -0.536 -1.720 0.488
C -0.563 0.212 2.528
C 0.048 -1.979 1.719
C -0.037 -1.042 2.787
N -1.221 1.808 0.657
H -0.594 -2.472 -0.300
H -2.680 0.459 -2.824
H -3.295 -0.956 -1.992
H -1.869 2.362 -1.392
H -1.107 2.750 0.967
H -0.705 0.970 3.262
H 0.405 -2.962 2.052
H 0.270 -1.402 3.812
H -1.713 -0.970 -2.736
```

Model Q:
ORCA calculation (ωB97M-V with the def2-TZVPD basis set) on a 2-piece molecular cluster, C11H15N overall.

## Properties
HOMO-LUMO gap (spin up / spin down)	2.74 / 6.16	eV
spin multiplicity	2
M	161.25	g/mol
total charge	-1
HOMO (spin up / spin down)	0.0255 / -0.1015	hartree

```
27
C11H15N, DFT ωB97M-V with the def2-TZVPD basis set
C -1.342 -3.801 1.025
C -2.307 -2.655 1.295
H -0.345 -3.414 0.773
H -1.293 -4.442 1.903
H -1.521 -4.265 0.049
H -2.319 -1.950 0.454
H -2.056 -2.018 2.127
H -3.330 -3.014 1.358
C 2.563 0.505 1.418
C 0.880 1.490 -0.283
C 1.451 0.426 0.419
C 0.023 0.931 -1.275
C 0.960 -0.766 -0.107
C 0.174 3.708 -1.037
C -0.694 3.152 -1.981
C 0.962 2.921 -0.211
C -0.708 1.734 -2.141
N 0.070 -0.430 -1.128
H 0.417 4.762 -1.129
H -1.400 3.768 -2.521
H 1.759 3.350 0.379
H -1.293 1.265 -2.926
H 2.307 1.173 2.234
H 3.489 0.861 0.948
H 1.064 -1.734 0.357
H -0.377 -1.072 -1.754
H 2.865 -0.487 1.751
```

It turns out model Q is the most stable, with the second structure 49.9 kJ/mol higher.

Model P:
ORCA calculation (ωB97M-V with the def2-TZVPD basis set) on a 2-piece molecular cluster, CH6P2 overall.

## Properties
HOMO-LUMO gap (spin up / spin down)	7.44 / 8.07	eV
M	80.01	g/mol
total charge	0
HOMO (spin up / spin down)	-0.2883 / -0.3284	hartree

```
9
CH6P2, DFT ωB97M-V with the def2-TZVPD basis set
C -1.317 -0.679 0.146
P 1.564 0.535 -0.515
P 0.118 0.322 1.005
H -1.535 -0.226 -0.798
H -2.231 -0.570 0.725
H -1.066 -1.713 -0.039
H 2.803 0.304 0.094
H 1.547 -0.691 -1.166
H -0.361 2.919 0.379
```

Model Q:
ORCA calculation (ωB97M-V with the def2-TZVPD basis set) on a 2-piece molecular cluster, CH6P2 overall.

## Properties
HOMO-LUMO gap	7.60	eV
M	80.01	g/mol
total charge	0
HOMO	-0.3096	hartree

```
9
CH6P2, DFT ωB97M-V with the def2-TZVPD basis set
C -1.383 0.388 -0.199
P 1.587 0.168 0.055
P -0.176 -1.061 -0.202
H -1.106 1.156 -0.943
H -1.633 0.876 0.803
H -2.315 -0.047 -0.502
H 2.715 -0.807 0.118
H 2.089 0.561 -1.126
H 0.222 -1.232 1.997
```

It turns out model Q is the most stable, with the second structure 69.6 kJ/mol higher.

Model P:
ORCA calculation (ωB97M-V with the def2-TZVPD basis set) on a 2-piece molecular cluster, C10H13OP overall.

## Properties
HOMO-LUMO gap (spin up / spin down)	6.86 / 7.27	eV
M	180.19	g/mol
total charge	0
HOMO (spin up / spin down)	-0.2791 / -0.2781	hartree

```
25
C10H13OP, DFT ωB97M-V with the def2-TZVPD basis set
C -3.529 -0.751 0.424
C -2.858 -1.291 -0.661
C -2.837 -0.002 1.362
C -1.501 -1.081 -0.820
C -1.481 0.218 1.206
C -0.809 -0.314 0.110
C 1.969 2.420 -1.309
C 0.839 1.784 -0.736
C 1.682 -0.960 -1.357
C 2.524 -0.308 2.035
O 2.032 3.588 -1.648
P 0.919 0.176 -0.135
H -4.590 -0.913 0.536
H -3.399 -1.872 -1.395
H -3.356 0.418 2.211
H -0.989 -1.501 -1.673
H -0.932 0.808 1.926
H 2.839 1.744 -1.472
H 0.006 2.387 -0.401
H 1.497 -1.989 -1.054
H 1.268 -0.765 -2.346
H 2.756 -0.784 -1.376
H 2.148 0.403 2.743
H 2.337 -1.342 2.249
H 3.466 -0.073 1.579
```

Model Q:
ORCA calculation (ωB97M-V with the def2-TZVPD basis set) on a 2-piece molecular cluster, C10H13OP overall.

## Properties
HOMO-LUMO gap (spin up / spin down)	8.14 / 8.14	eV
M	180.19	g/mol
total charge	0
HOMO (spin up / spin down)	-0.2957 / -0.2957	hartree

```
25
C10H13OP, DFT ωB97M-V with the def2-TZVPD basis set
C 3.190 -0.718 -1.428
C 2.705 -1.169 -0.225
C 2.282 -0.225 -2.356
C 1.316 -1.024 0.039
C 0.903 -0.138 -2.151
C 0.374 -0.668 -0.932
C -2.148 -0.900 -1.412
C -1.055 -0.596 -0.725
C -0.042 1.893 1.561
C -2.791 0.700 1.960
O -0.575 -0.544 2.839
P -1.063 0.379 1.737
H 4.188 -0.910 -1.693
H 3.230 -1.570 0.612
H 2.536 0.224 -3.410
H 1.016 -1.481 0.969
H 0.297 0.277 -2.952
H -3.237 -0.862 -0.979
H -2.184 -1.242 -2.407
H -0.271 2.317 0.656
H -0.323 2.487 2.486
H 1.023 1.554 1.716
H -3.211 -0.120 2.564
H -2.892 1.672 2.515
H -3.271 0.664 1.015
```

It turns out model Q is the most stable, with the second structure 52.3 kJ/mol higher.

Model P:
ORCA calculation (ωB97M-V with the def2-TZVPD basis set) on one molecule with the formula C5H7I.

## Properties
SMILES	I[C@@H]1CC12CC2
HOMO-LUMO gap	9.35	eV
M	194.02	g/mol
total charge	0
HOMO	-0.3254	hartree

```
13
C5H7I, DFT ωB97M-V with the def2-TZVPD basis set
I -2.226 0.066 -2.230
C -0.967 -0.919 -0.820
C -1.210 -0.674 0.730
C 0.004 -0.125 0.083
C 1.758 0.208 0.486
C 0.699 1.140 -0.106
H -0.686 -1.901 -1.324
H -1.928 0.203 1.000
H -1.105 -1.456 1.325
H 2.415 -0.366 -0.170
H 1.969 0.480 1.523
H 0.384 1.924 0.538
H 0.895 1.421 -1.035
```

Model Q:
ORCA calculation (ωB97M-V with the def2-TZVPD basis set) on one molecule with the formula C5H7I.

## Properties
SMILES	C[C@H]1C=C(I)C1
HOMO-LUMO gap	9.55	eV
M	194.02	g/mol
total charge	0
HOMO	-0.3285	hartree

```
13
C5H7I, DFT ωB97M-V with the def2-TZVPD basis set
C 1.051 -0.003 1.638
C -0.089 -0.170 0.388
C -1.279 0.600 -0.259
C -0.971 0.340 -1.504
I -1.980 0.915 -3.263
C 0.350 -0.382 -1.157
H 1.823 -0.725 1.589
H 0.579 -0.085 2.612
H 1.459 0.977 1.493
H -0.544 -1.206 0.726
H -2.167 1.101 0.231
H 1.422 0.089 -1.259
H 0.347 -1.453 -1.234
```

It turns out model Q is the most stable, with the second structure 99.6 kJ/mol higher.

Model P:
ORCA calculation (ωB97M-V with the def2-TZVPD basis set) on one molecule with the formula C6H8.

## Properties
SMILES	C=CCC#CC
HOMO-LUMO gap	10.28	eV
M	80.13	g/mol
total charge	0
HOMO	-0.3395	hartree

```
14
C6H8, DFT ωB97M-V with the def2-TZVPD basis set
C -2.489 0.851 0.089
C -1.912 -0.281 0.317
C -0.861 -0.903 -0.624
C 0.456 -0.398 -0.365
C 1.606 -0.196 -0.090
C 2.920 0.337 0.214
H -3.159 1.316 0.899
H -2.459 1.382 -0.938
H -2.039 -0.757 1.226
H -1.133 -0.642 -1.556
H -0.657 -1.917 -0.451
H 2.883 1.405 0.193
H 3.776 -0.186 -0.197
H 3.068 -0.012 1.282
```

Model Q:
ORCA calculation (ωB97M-V with the def2-TZVPD basis set) on a 2-piece molecular cluster, C6H8 overall.

## Properties
HOMO-LUMO gap	8.76	eV
M	80.13	g/mol
total charge	0
HOMO	-0.3163	hartree

```
14
C6H8, DFT ωB97M-V with the def2-TZVPD basis set
C -2.202 0.536 1.048
C -3.019 -0.093 0.219
C 0.020 0.870 -0.210
C 0.503 -0.109 -1.252
C 1.170 -0.072 -0.087
C 2.446 -0.519 0.503
H -2.960 -0.316 -0.901
H -3.904 -0.486 0.434
H -0.919 0.907 0.443
H 0.289 1.873 -0.465
H 0.217 -0.646 -2.057
H 2.261 -1.014 1.529
H 2.952 0.274 0.888
H 3.146 -1.206 -0.094
```

It turns out model P is the most stable, with the second structure 467.0 kJ/mol higher.

Model P:
ORCA calculation (ωB97M-V with the def2-TZVPD basis set) on C6H8 as an isolated structure.

## Properties
HOMO-LUMO gap	8.92	eV
M	80.13	g/mol
total charge	0
HOMO	-0.3032	hartree

```
14
C6H8, DFT ωB97M-V with the def2-TZVPD basis set
C 2.099 -0.356 1.094
C 1.353 0.784 0.456
C 0.290 0.195 -0.378
C -1.015 0.237 -0.137
C 0.711 0.073 1.557
C -2.113 -0.295 -1.027
H 2.246 -1.416 0.647
H 2.797 -0.093 1.954
H 1.601 1.775 0.117
H 0.701 -0.357 -1.143
H -1.526 0.807 0.670
H -1.733 -0.879 -1.823
H -2.701 0.448 -1.578
H -2.708 -0.922 -0.409
```

Model Q:
ORCA calculation (ωB97M-V with the def2-TZVPD basis set) on one molecule with the formula C6H8.

## Properties
SMILES	C1=C2C[C@H]2CC1
HOMO-LUMO gap	8.71	eV
M	80.13	g/mol
total charge	0
HOMO	-0.2905	hartree

```
14
C6H8, DFT ωB97M-V with the def2-TZVPD basis set
C -0.081 -1.208 0.709
C -0.975 -0.693 -0.157
C -1.727 0.546 0.061
C -0.439 0.552 -0.783
C 0.984 0.745 -0.251
C 1.264 -0.686 0.308
H -0.210 -1.973 1.463
H -1.672 0.896 1.088
H -2.649 0.763 -0.465
H -0.604 0.787 -1.835
H 1.077 1.589 0.463
H 1.688 0.981 -1.057
H 2.161 -0.814 0.921
H 1.183 -1.482 -0.465
```

Model R:
ORCA calculation (ωB97M-V with the def2-TZVPD basis set) on one molecule with the formula C6H8.

## Properties
SMILES	C=CC(=C)C=C
HOMO-LUMO gap	9.49	eV
M	80.13	g/mol
total charge	0
HOMO	-0.3264	hartree

```
14
C6H8, DFT ωB97M-V with the def2-TZVPD basis set
C 2.279 -0.535 -0.418
C 1.390 -0.179 0.495
C 0.003 0.281 0.147
C -0.220 1.594 -0.117
C -1.077 -0.722 0.098
C -2.358 -0.514 -0.110
H 3.313 -0.899 -0.301
H 2.032 -0.408 -1.439
H 1.752 -0.002 1.510
H 0.677 2.166 0.067
H -1.212 2.197 -0.140
H -0.766 -1.789 0.369
H -3.065 -1.311 -0.236
H -2.832 0.495 -0.396
```

It turns out model R is the most stable, with the second structure 123.2 kJ/mol higher.